52
Properties=species:S:1:pos:R:3:forces:R:3:nbo_charge:R:1 method="wB97M-V/def2-TZVPD" e_above_lowest_ev=3.237 charge=+1 lumo_ev=-5.54 orbital_gap_ha=0.14861 multiplicity=1 fmax_ha_per_bohr=0.0583
C -0.192 -0.449 -1.613 0.9 0.7 -0.4 0.013
C -1.008 -1.440 -2.257 -0.9 -0.8 -0.4 -0.070
C -0.493 -2.728 -2.571 0.0 0.6 0.3 -0.183
C -1.295 -3.686 -3.178 -0.1 0.0 -0.1 -0.222
C -2.634 -3.403 -3.477 0.3 0.3 0.1 -0.152
C -3.150 -2.127 -3.213 0.1 0.0 0.0 -0.214
C -2.353 -1.150 -2.627 0.5 -0.2 0.1 -0.171
C -0.405 0.916 -1.791 -0.2 0.0 0.1 -0.334
C 0.503 1.899 -1.406 -0.3 -0.3 0.1 0.048
C 0.206 3.297 -1.367 0.0 0.8 -0.3 -0.069
C 1.240 4.231 -1.075 -0.4 -0.3 0.0 -0.137
C 0.964 5.589 -0.974 -0.1 0.0 0.0 -0.218
C -0.341 6.065 -1.183 0.3 -0.5 0.0 -0.118
C -1.365 5.165 -1.509 0.0 -0.3 0.0 -0.206
C -1.105 3.802 -1.606 0.3 0.1 0.1 -0.157
H 0.703 -0.767 -1.069 -0.2 0.1 -0.4 0.242
H 0.556 -2.936 -2.344 -0.3 0.0 0.0 0.228
H -0.872 -4.661 -3.424 -0.2 0.3 0.1 0.237
H -3.269 -4.168 -3.925 0.2 0.2 0.1 0.238
H -4.182 -1.887 -3.473 0.3 -0.1 0.1 0.238
H -2.757 -0.157 -2.422 0.0 -0.4 0.0 0.218
H -1.311 1.241 -2.320 0.4 -0.2 0.4 0.218
H 1.516 1.589 -1.134 -0.3 0.1 0.2 0.226
H 2.252 3.848 -0.932 -0.2 0.2 0.0 0.229
H 1.768 6.283 -0.730 -0.2 -0.2 -0.1 0.241
H -0.553 7.132 -1.102 0.1 -0.3 0.0 0.238
H -2.377 5.532 -1.686 0.3 -0.1 0.1 0.235
H -1.910 3.106 -1.855 0.2 0.4 0.1 0.215
C 0.299 -4.017 2.465 0.0 -0.3 -0.2 -0.756
S 0.177 -3.131 0.865 -0.7 -0.4 0.5 0.867
C -1.540 -3.646 0.492 0.4 0.0 0.0 -0.725
C -0.081 -1.497 1.266 -0.9 0.6 -0.4 -0.717
C 0.821 -0.736 2.039 0.9 0.5 0.2 -0.034
C 0.361 0.435 2.733 0.2 -0.5 -0.4 -0.244
C 1.229 1.229 3.448 0.8 0.0 0.0 -0.149
C 2.608 0.919 3.470 -1.0 -1.1 -0.9 -0.037
N 3.531 1.803 4.089 1.9 1.8 1.4 0.499
O 4.753 1.529 4.048 -2.2 0.3 0.0 -0.389
O 3.092 2.835 4.648 0.6 -1.8 -1.0 -0.391
C 3.089 -0.240 2.818 0.0 0.6 0.5 -0.150
C 2.218 -1.058 2.130 -0.6 0.2 0.1 -0.246
H 1.223 -3.719 2.967 -0.2 0.0 -0.1 0.260
H -0.581 -3.776 3.073 0.3 0.0 -0.2 0.243
H 0.324 -5.086 2.218 0.1 0.2 0.2 0.241
H -1.914 -3.028 -0.329 0.1 -0.2 0.2 0.253
H -1.479 -4.696 0.184 -0.1 0.3 0.1 0.248
H -2.146 -3.528 1.400 0.2 0.0 -0.3 0.247
H -1.074 -1.108 1.043 0.1 -0.4 0.4 0.239
H -0.700 0.675 2.698 0.2 0.0 0.1 0.217
H 0.896 2.103 4.005 0.0 -0.2 -0.2 0.256
H 4.155 -0.462 2.880 -0.4 0.1 -0.1 0.255
H 2.606 -1.940 1.611 -0.1 0.3 0.2 0.199

***

69
Properties=species:S:1:pos:R:3:forces:R:3:nbo_charge:R:1 method="wB97M-V/def2-TZVPD" charge=-1 lumo_ev=1.96 orbital_gap_ha=0.24281 multiplicity=1 fmax_ha_per_bohr=0.0531
Ba 0.586 0.206 -0.859 0.0 -0.4 0.1 1.769
C -0.523 -1.038 2.433 1.1 -0.4 -0.4 -0.448
N -1.057 0.068 1.639 0.5 0.3 -0.3 -0.527
C -0.743 1.314 2.325 -0.4 0.7 0.0 -0.247
C 0.763 1.583 2.468 0.1 0.2 0.4 -0.228
N 1.452 2.021 1.243 -0.1 -0.7 0.4 -0.536
C 2.909 1.892 1.385 0.8 0.1 1.1 -0.445
C 1.176 3.342 0.777 -0.1 0.2 -0.2 0.172
C 0.607 4.314 1.614 0.4 0.1 -0.4 -0.277
C 0.491 5.627 1.177 -0.7 0.1 0.9 -0.236
C 0.829 5.978 -0.108 0.3 -0.8 -0.4 -0.237
C 1.346 5.011 -0.949 0.2 -0.5 0.2 -0.200
C 1.571 3.672 -0.541 -0.5 1.2 -0.4 -0.195
S 2.241 2.638 -1.801 0.1 -0.4 0.2 -0.606
C -2.421 -0.132 1.206 0.3 -0.3 0.9 0.189
C -3.454 0.586 1.797 0.0 0.0 -0.8 -0.277
C -4.769 0.352 1.410 -0.3 0.9 0.4 -0.230
C -5.046 -0.637 0.490 0.0 0.0 -0.1 -0.226
C -4.023 -1.378 -0.050 0.1 -0.2 0.0 -0.248
C -2.703 -1.171 0.280 1.1 0.7 0.3 -0.188
S -1.434 -2.122 -0.460 -0.3 -0.1 -0.4 -0.582
H -0.843 -0.975 3.471 -0.2 0.0 0.3 0.166
H 0.601 -1.021 2.405 -1.1 -0.2 0.0 0.221
H -0.844 -1.970 1.980 0.0 -0.1 0.1 0.244
H -1.286 1.382 3.302 0.7 -0.2 -0.2 0.176
H -1.127 2.158 1.758 -0.3 0.1 -0.3 0.214
H 1.275 0.684 2.786 0.1 -0.1 0.1 0.227
H 0.928 2.321 3.272 -0.1 -0.2 -0.1 0.178
H 3.351 2.647 2.108 -0.6 -0.5 -0.7 0.170
H 3.353 2.000 0.412 0.3 0.3 -0.3 0.239
H 3.235 0.913 1.749 -0.5 -0.1 0.0 0.228
H 0.263 4.072 2.614 0.1 0.0 -0.1 0.206
H 0.084 6.371 1.861 0.0 -0.1 -0.1 0.198
H 0.653 6.958 -0.481 0.0 0.7 -0.1 0.203
H 1.630 5.232 -1.970 -0.1 0.2 0.0 0.215
H -3.230 1.409 2.459 -0.1 -0.1 0.2 0.207
H -5.527 1.037 1.807 0.1 -0.5 -0.2 0.201
H -6.024 -0.864 0.128 -0.7 0.2 0.1 0.201
H -4.182 -2.176 -0.749 -0.4 -0.2 -0.3 0.201
F 1.537 -7.406 2.036 -0.2 0.4 0.1 -0.307
C 1.714 -6.083 1.831 -0.2 -0.3 -0.3 0.233
C 1.195 -5.457 0.714 0.0 0.0 0.6 0.268
F 0.333 -6.110 -0.078 0.2 0.0 -0.1 -0.299
C 1.510 -4.124 0.471 -0.1 -0.3 -0.5 0.301
F 0.946 -3.624 -0.635 0.3 0.2 -0.4 -0.311
C 2.374 -3.356 1.235 0.2 -0.1 1.5 -0.234
S 2.869 -1.692 0.890 -0.4 -0.6 0.0 -0.534
C 2.775 -4.022 2.446 -0.2 0.7 -1.5 0.295
F 3.536 -3.370 3.322 0.1 0.1 0.3 -0.302
C 2.458 -5.331 2.721 0.2 -0.1 0.1 0.283
F 2.892 -5.908 3.853 0.1 -0.1 0.1 -0.314
Br 3.093 -0.428 -5.128 -0.2 0.0 -0.5 0.021
C 4.154 0.262 -3.714 1.1 0.0 0.6 -0.561
Br 4.171 -0.859 -2.140 -0.4 0.1 0.0 0.073
H 3.853 1.254 -3.390 -0.3 -0.1 -0.2 0.260
H 5.174 0.263 -4.088 -0.1 0.1 0.0 0.221
N 0.253 -1.416 -3.584 -0.9 0.0 1.2 -0.680
N -1.068 -1.307 -4.070 -0.5 -0.2 -0.6 -0.445
C -2.060 -0.416 -3.697 -0.1 -1.5 1.2 0.590
N -3.292 -1.020 -3.598 0.0 0.4 -1.2 -0.847
N -1.770 0.810 -3.425 -0.1 1.1 0.8 -0.453
N -2.809 1.524 -2.643 1.8 -1.3 -1.6 0.639
O -3.945 1.480 -3.057 0.0 0.7 0.7 -0.396
O -2.333 2.136 -1.718 -0.8 0.0 0.0 -0.358
H 0.944 -1.200 -4.268 0.2 0.3 -0.7 0.372
H 0.403 -2.379 -3.262 -0.2 0.5 0.1 0.381
H -1.453 -2.141 -4.495 0.1 0.2 0.2 0.378
H -3.429 -1.827 -3.042 0.5 -0.8 0.5 0.417
H -4.134 -0.556 -3.874 0.1 0.6 0.3 0.413

***

68
Properties=species:S:1:pos:R:3:forces:R:3:lowdin_spin:R:1 method="wB97M-V/def2-TZVPD" e_above_lowest_ev=0.000 charge=0 lumo_ev="-0.93 / -0.93" orbital_gap_ha="0.13225 / 0.21025" s2=15.760 multiplicity=8 fmax_ha_per_bohr=0.0658
Eu 0.037 -0.274 -0.953 0.5 3.2 0.4 6.923
O -0.968 -2.799 2.284 0.0 -0.6 0.3 0.002
C -0.375 -2.048 1.534 0.2 0.3 0.2 0.001
O -0.765 -0.891 1.143 -0.2 -0.4 1.1 -0.006
C 1.017 -2.431 0.992 0.0 0.1 0.0 0.004
C 1.652 -3.660 1.126 -0.1 0.2 0.1 0.002
C 2.879 -3.839 0.502 -0.1 0.2 0.1 0.004
C 3.453 -2.794 -0.213 -0.1 0.2 0.0 0.002
C 2.757 -1.593 -0.285 0.0 0.2 0.0 0.004
N 1.576 -1.435 0.310 1.4 -1.4 1.0 -0.006
C 3.161 -0.333 -1.078 -0.6 0.5 0.2 0.002
O 4.287 -0.216 -1.522 0.9 -0.3 -0.2 0.002
O 2.202 0.513 -1.205 1.8 0.0 0.1 -0.006
H 1.173 -4.446 1.687 -0.1 -0.1 0.0 0.000
H 3.383 -4.794 0.570 0.0 0.0 0.0 0.000
H 4.397 -2.906 -0.725 0.1 0.1 0.0 0.000
I -1.015 -5.160 -0.975 -0.4 0.0 0.1 0.001
C -2.384 -3.612 -0.607 0.6 0.0 -0.3 0.004
C -3.626 -3.845 -0.045 -0.4 0.1 0.2 0.000
C -4.475 -2.791 0.193 -0.3 -0.4 0.2 0.005
I -6.343 -3.208 1.086 0.2 0.0 -0.1 0.000
C -4.109 -1.471 -0.131 0.4 0.1 -0.2 0.001
C -4.895 -0.329 0.117 0.0 0.2 0.0 0.010
C -4.429 0.912 -0.226 -0.1 -0.2 0.1 0.000
C -3.168 1.022 -0.822 0.3 -0.2 -0.2 0.011
N -2.381 -0.011 -1.057 -1.7 0.3 0.0 -0.006
C -2.831 -1.251 -0.727 -0.5 0.0 0.1 0.003
C -1.925 -2.345 -0.953 0.1 -0.7 -0.4 0.001
O -0.742 -2.162 -1.441 -1.7 -2.9 -0.5 -0.014
H -3.910 -4.853 0.221 -0.1 0.0 0.0 0.000
H -5.861 -0.443 0.584 -0.1 0.0 0.0 0.001
H -5.010 1.801 -0.035 -0.1 0.1 0.0 0.000
H -2.790 1.992 -1.122 0.1 0.0 0.0 0.001
N 1.713 1.559 -4.487 0.5 -0.8 -1.6 0.004
N 1.018 2.083 -3.476 -0.9 0.1 1.4 0.015
N 0.961 3.352 -3.213 0.5 1.1 -0.4 0.006
C 0.137 3.392 -2.176 0.1 -0.2 -0.1 0.003
N -0.273 2.175 -1.829 -0.3 0.6 -0.1 0.010
N 0.284 1.354 -2.689 0.2 0.8 -1.1 0.004
H 2.393 2.197 -4.879 -0.1 0.0 0.4 0.000
H 2.069 0.633 -4.273 0.0 0.2 0.3 0.001
H -0.154 4.305 -1.698 -0.1 0.1 0.1 0.000
C -0.318 2.818 3.086 -0.9 0.0 -0.1 0.000
C -0.469 2.082 1.733 -0.2 -0.2 0.0 0.001
N 0.821 1.580 1.284 0.0 0.2 0.2 0.001
C 1.726 2.681 1.004 0.1 -0.1 -0.2 0.000
C 1.816 3.618 2.231 0.4 0.5 -0.6 0.000
N 1.133 2.952 3.366 0.1 0.4 0.7 0.000
C 1.726 1.611 3.579 0.4 -0.9 0.1 0.000
C 1.402 0.756 2.336 -0.1 -0.3 -0.1 0.001
H -0.774 2.256 3.906 0.2 0.1 0.0 0.000
H -0.765 3.814 3.067 0.2 0.0 0.0 0.000
H -0.877 2.743 0.965 0.0 0.0 0.0 0.000
H -1.134 1.221 1.844 0.0 0.1 0.0 0.000
H 1.371 3.229 0.132 0.0 0.0 0.1 0.000
H 2.698 2.260 0.745 0.0 0.0 0.0 0.000
H 1.320 4.572 2.046 0.0 -0.1 0.2 0.000
H 2.850 3.821 2.519 -0.1 -0.1 0.1 0.000
H 1.264 3.508 4.215 -0.1 -0.1 -0.3 0.000
H 1.307 1.171 4.486 0.0 0.2 0.0 0.000
H 2.803 1.723 3.715 -0.1 0.2 0.0 0.000
H 0.680 -0.025 2.574 0.1 0.1 0.0 0.000
H 2.304 0.279 1.951 -0.1 0.1 0.1 0.000
Cl -1.061 -0.905 -3.954 -0.4 -0.4 -1.0 0.004
C 0.189 -2.142 -4.169 -0.3 0.0 0.3 0.002
Cl 1.565 -1.700 -3.140 0.5 -0.4 -0.8 0.001
H 0.501 -2.171 -5.210 0.0 0.0 0.2 0.000
H -0.195 -3.098 -3.814 0.0 0.2 0.0 0.000

***

Among the records above, which one has the highest multiplicity? C24H25Cl2EuI2N9O5